1.
A structure of composition C42H32N6O5Yb. Source: OMol25; level of theory: ωB97M-V/def2-TZVPD.

Geometry as XYZ:
```
86
Properties=species:S:1:pos:R:3:lowdin_charge:R:1
Yb 0.01 0.11 -0.21 1.61
C 2.00 -0.15 5.56 -0.10
C 0.62 -0.08 5.76 -0.09
C -0.24 -0.18 4.68 -0.03
C 0.27 -0.35 3.40 -0.23
C 1.64 -0.42 3.20 -0.04
C 2.50 -0.32 4.28 -0.08
N -0.58 -0.47 2.22 -0.03
N -1.78 -0.32 2.47 0.07
C -2.69 -0.45 1.38 -0.33
C -4.03 -0.44 1.77 -0.06
C -5.03 -0.56 0.82 -0.10
C -4.65 -0.69 -0.52 -0.09
C -3.31 -0.71 -0.87 -0.13
C -2.26 -0.60 0.06 -0.22
H 2.67 -0.06 6.41 0.10
H 0.22 0.06 6.75 0.10
H -1.31 -0.12 4.82 0.10
H 2.02 -0.53 2.20 0.08
H 3.57 -0.35 4.11 0.10
H -4.27 -0.32 2.82 0.10
H -6.07 -0.54 1.10 0.09
H -5.41 -0.76 -1.28 0.10
H -3.07 -0.79 -1.93 0.09
C 2.72 -3.72 1.13 0.03
C 1.38 -3.17 0.74 -0.50
O 1.24 -1.97 0.54 -0.07
N 0.36 -4.04 0.59 0.10
C -0.98 -3.61 0.22 -0.10
C -1.16 -3.37 -1.26 -0.27
C -1.98 -4.19 -2.03 -0.02
C -2.15 -3.90 -3.37 -0.07
C -1.49 -2.81 -3.90 -0.05
C -0.69 -2.04 -3.07 -0.12
N -0.53 -2.31 -1.77 0.09
H 3.15 -3.06 1.89 0.09
H 3.37 -3.67 0.25 0.09
H 2.68 -4.74 1.50 0.08
H 0.56 -5.02 0.69 0.14
H -1.21 -2.69 0.74 0.09
H -1.68 -4.38 0.56 0.13
H -2.48 -5.03 -1.57 0.11
H -2.80 -4.51 -3.99 0.11
H -1.60 -2.53 -4.94 0.11
H -0.17 -1.16 -3.43 0.10
O -3.10 5.61 -4.07 -0.05
C -3.44 5.41 -2.89 -0.70
O -4.22 6.05 -2.15 -0.06
C -2.70 4.25 -2.20 -0.09
C -3.14 3.74 -0.99 0.01
C -2.49 2.67 -0.41 -0.12
N -1.42 2.09 -0.95 0.03
C -0.98 2.59 -2.12 -0.18
C -1.58 3.65 -2.77 0.06
C 0.20 1.85 -2.73 -0.57
O 0.87 2.34 -3.61 0.07
O 0.37 0.65 -2.23 -0.24
H -4.01 4.20 -0.52 0.11
H -2.84 2.24 0.53 0.10
H -1.20 4.00 -3.72 0.13
C 0.26 3.87 2.70 -0.09
C 1.58 4.31 2.55 -0.10
C 2.45 3.56 1.79 -0.06
C 2.02 2.37 1.18 -0.21
C 0.69 1.92 1.27 -0.18
C -0.15 2.71 2.07 -0.14
C 2.98 1.53 0.42 -0.20
C 4.39 1.79 0.48 0.00
C 5.26 1.00 -0.19 -0.01
C 4.78 -0.07 -0.97 -0.16
C 5.65 -0.93 -1.69 -0.04
C 5.14 -1.96 -2.43 -0.09
C 3.74 -2.15 -2.48 -0.07
C 2.89 -1.34 -1.79 -0.03
C 3.39 -0.28 -1.00 -0.19
N 2.52 0.51 -0.28 0.08
H -0.44 4.44 3.30 0.10
H 1.91 5.23 3.01 0.09
H 3.46 3.92 1.66 0.09
H -1.19 2.40 2.21 0.07
H 4.75 2.61 1.08 0.10
H 6.33 1.19 -0.13 0.12
H 6.71 -0.75 -1.65 0.11
H 5.80 -2.61 -2.99 0.10
H 3.33 -2.94 -3.10 0.10
H 1.82 -1.48 -1.87 0.07
```

Properties
HOMO-LUMO gap = 6.394 eV
Total charge = -1
HOMO = -4.76 eV
2S+1 = 2

---

2.
A structure of composition C42H33BrN5PRu. Source: OMol25; level of theory: ωB97M-V/def2-TZVPD.

Geometry as XYZ:
```
83
Properties=species:S:1:pos:R:3:lowdin_charge:R:1
Ru -1.34 0.25 0.81 1.17
C 2.72 4.27 0.00 -0.06
C 2.19 3.19 -0.70 -0.08
C 1.18 2.43 -0.16 -0.04
C 0.67 2.75 1.10 -0.25
C 1.20 3.84 1.81 -0.01
C 2.22 4.59 1.26 -0.06
N -0.41 2.02 1.59 -0.06
N -0.91 2.43 2.68 0.09
C -2.11 1.91 3.04 -0.31
C -2.74 2.41 4.19 0.02
C -3.98 1.94 4.53 -0.04
C -4.59 0.98 3.72 -0.02
C -3.92 0.52 2.61 -0.10
N -2.69 0.94 2.28 -0.02
H 3.50 4.87 -0.44 0.11
H 2.58 2.94 -1.68 0.11
H 0.77 1.58 -0.69 0.07
H 0.79 4.08 2.78 0.11
H 2.62 5.43 1.80 0.11
H -2.22 3.17 4.76 0.12
H -4.49 2.31 5.41 0.12
H -5.58 0.60 3.94 0.12
H -4.36 -0.22 1.95 0.11
N -2.12 1.65 -0.84 0.17
C -2.12 2.07 -1.91 -0.10
C -2.16 2.59 -3.23 -0.22
C -2.88 1.89 -4.21 -0.02
C -2.94 2.39 -5.49 -0.06
C -2.29 3.58 -5.81 -0.05
C -1.58 4.27 -4.84 -0.06
C -1.51 3.78 -3.55 -0.02
H -3.39 0.98 -3.95 0.12
H -3.49 1.86 -6.25 0.11
H -2.33 3.96 -6.82 0.11
H -1.08 5.20 -5.09 0.11
H -0.96 4.32 -2.78 0.12
N 0.17 -0.57 0.03 -0.33
P 1.53 -1.35 0.20 0.83
C 2.42 -0.97 1.74 -0.28
C 3.79 -1.20 1.87 -0.09
C 4.41 -1.03 3.10 -0.06
C 3.66 -0.61 4.19 -0.07
C 2.31 -0.36 4.06 -0.07
C 1.69 -0.54 2.84 -0.10
C 1.29 -3.15 0.20 -0.29
C 0.03 -3.66 -0.08 -0.07
C -0.18 -5.03 -0.06 -0.06
C 0.87 -5.89 0.24 -0.07
C 2.14 -5.38 0.50 -0.07
C 2.35 -4.01 0.48 -0.07
C 2.64 -0.98 -1.18 -0.29
C 3.56 0.06 -1.10 -0.11
C 4.35 0.36 -2.20 -0.08
C 4.22 -0.38 -3.37 -0.07
C 3.26 -1.38 -3.47 -0.07
C 2.47 -1.69 -2.37 -0.07
H 4.37 -1.51 1.01 0.11
H 5.46 -1.23 3.20 0.11
H 4.15 -0.48 5.15 0.11
H 1.73 -0.02 4.92 0.11
H 0.62 -0.37 2.72 0.06
H -0.78 -2.98 -0.30 0.07
H -1.16 -5.43 -0.27 0.11
H 0.71 -6.96 0.27 0.11
H 2.96 -6.04 0.73 0.11
H 3.34 -3.61 0.67 0.10
H 3.65 0.63 -0.19 0.10
H 5.08 1.16 -2.15 0.11
H 4.86 -0.16 -4.22 0.11
H 3.14 -1.93 -4.39 0.11
H 1.73 -2.48 -2.42 0.11
Br -5.44 -4.83 -0.80 0.73
C -4.24 -3.41 -0.42 -0.70
C -3.80 -3.22 0.88 -0.14
C -2.94 -2.17 1.16 -0.17
C -2.52 -1.29 0.16 -0.34
C -2.95 -1.52 -1.14 -0.13
C -3.80 -2.58 -1.44 -0.13
H -4.14 -3.88 1.67 0.10
H -2.58 -2.06 2.18 0.10
H -2.61 -0.89 -1.95 0.08
H -4.12 -2.77 -2.46 0.10
```

Properties
HOMO-LUMO gap (spin up / spin down) = 6.268 / 5.992 eV
Total charge = +1
HOMO (spin up / spin down) = -10.31 / -10.07 eV
2S+1 = 2

---

3.
A structure of composition C42H33BrNOP2S2Tm. Source: OMol25; level of theory: ωB97M-V/def2-TZVPD.

Geometry as XYZ:
```
83
Properties=species:S:1:pos:R:3:lowdin_charge:R:1
Tm 0.49 -1.18 -0.11 0.47
O -0.99 2.05 0.49 -0.08
C -0.22 3.01 1.11 -0.26
C -0.75 4.05 1.85 -0.01
C 0.14 4.93 2.46 -0.05
C 1.51 4.76 2.35 -0.06
C 2.01 3.68 1.63 -0.06
C 1.14 2.79 1.01 -0.26
P 1.69 1.32 0.10 1.01
C 3.42 1.12 0.62 -0.42
C 4.51 1.30 -0.22 -0.10
C 5.80 1.07 0.26 -0.06
C 6.00 0.66 1.57 -0.07
C 4.90 0.46 2.40 -0.06
C 3.62 0.68 1.93 -0.11
C 1.65 1.81 -1.65 -0.37
C 0.84 1.09 -2.53 -0.13
C 0.82 1.39 -3.89 -0.06
C 1.60 2.43 -4.37 -0.06
C 2.37 3.19 -3.50 -0.06
C 2.39 2.88 -2.15 -0.08
C -2.25 2.24 -0.02 -0.28
C -2.72 3.45 -0.48 0.00
C -4.01 3.51 -0.98 -0.05
C -4.81 2.37 -1.02 -0.06
C -4.29 1.15 -0.59 -0.05
C -3.00 1.07 -0.09 -0.27
P -2.23 -0.53 0.37 1.04
C -3.43 -1.73 -0.29 -0.38
C -4.43 -2.30 0.49 -0.08
C -5.36 -3.16 -0.09 -0.06
C -5.31 -3.43 -1.44 -0.07
C -4.32 -2.86 -2.23 -0.07
C -3.38 -2.01 -1.66 -0.14
C -2.39 -0.61 2.19 -0.37
C -2.59 0.56 2.91 -0.07
C -2.62 0.54 4.30 -0.06
C -2.46 -0.66 4.97 -0.07
C -2.26 -1.84 4.26 -0.07
C -2.22 -1.82 2.88 -0.15
H -1.82 4.18 1.96 0.12
H -0.26 5.76 3.04 0.11
H 2.19 5.45 2.83 0.11
H 3.08 3.51 1.58 0.11
H 4.37 1.59 -1.25 0.10
H 6.64 1.21 -0.40 0.11
H 7.00 0.48 1.93 0.11
H 5.05 0.13 3.42 0.11
H 2.78 0.51 2.59 0.10
H 0.18 0.30 -2.18 0.05
H 0.19 0.81 -4.56 0.12
H 1.59 2.66 -5.43 0.11
H 2.96 4.02 -3.88 0.11
H 2.99 3.49 -1.47 0.12
H -2.09 4.34 -0.45 0.12
H -4.40 4.46 -1.34 0.11
H -5.82 2.43 -1.40 0.11
H -4.90 0.26 -0.66 0.11
H -4.49 -2.08 1.55 0.10
H -6.13 -3.60 0.53 0.11
H -6.03 -4.10 -1.89 0.11
H -4.27 -3.07 -3.29 0.11
H -2.60 -1.59 -2.28 0.09
H -2.73 1.50 2.39 0.10
H -2.78 1.46 4.85 0.11
H -2.49 -0.68 6.06 0.11
H -2.13 -2.77 4.79 0.11
H -2.05 -2.74 2.34 0.10
S 2.90 -1.58 -1.43 0.61
C 2.99 -3.30 -1.62 -0.71
N 2.72 -4.12 -0.59 0.05
C 2.75 -5.47 -0.63 -0.05
C 3.12 -6.10 -1.78 -0.04
C 3.43 -5.30 -2.88 -0.03
C 3.37 -3.93 -2.81 -0.07
H 2.43 -3.67 0.28 0.00
H 2.48 -5.97 0.29 0.14
H 3.15 -7.18 -1.82 0.12
H 3.73 -5.77 -3.81 0.12
H 3.60 -3.31 -3.66 0.12
S -0.57 -4.23 -2.22 0.62
C -0.23 -2.88 -1.54 -0.86
Br 1.23 -2.50 2.02 0.08
```

Properties
HOMO-LUMO gap (spin up / spin down) = 5.654 / 8.291 eV
Total charge = +1
HOMO (spin up / spin down) = -8.35 / -10.84 eV
2S+1 = 4

---

What are the strongest force on any atom values for these records? In order: 1.088, 3.379, 1.171 eV/Å.
What are the ΔE to the lowest compared entry with this formula, charge and spin values for these records? In order: 0.0, 116.7, 3.8 kJ/mol.